No. 1
C20H43OP3STm as an isolated structure, computed with wB97M-V/def2-TZVPD.

Geometry as ORCA input:
```
! wB97M-V def2-TZVPD RIJCOSX def2/J DEFGRID3
* xyz 3 3
Tm 0.1591 0.0212 0.3423
S 2.4743 -0.8700 0.2459
P -1.8904 -1.9807 0.1613
P -0.9483 0.6451 2.8906
P -1.6681 1.3357 -1.3515
O 0.9951 1.8731 0.4069
C 0.5006 4.2109 0.6519
C -0.9845 2.4168 3.3572
C -2.6160 0.1176 3.4486
C -3.6956 -1.6351 0.2992
C -1.8456 -2.8213 -1.4765
C 2.4577 1.6502 -3.7886
C -3.1830 1.8618 -0.4575
C 0.1165 -0.0112 4.2331
C 3.5310 -4.7668 0.4907
C 3.1317 -3.4730 0.8309
C 3.7105 -4.1069 -1.8331
C 2.7430 3.3985 -0.1616
C 3.3287 -2.8080 -1.5001
C -2.3081 0.4696 -2.8282
C 1.3906 3.0885 0.3127
C 3.6609 1.4229 -3.2369
C 3.0055 -2.4972 -0.1700
C -1.7645 -3.4166 1.2991
C -1.1535 2.9171 -2.1049
C 3.8012 -5.0899 -0.8416
H -1.0572 -2.3758 -2.0983
H -0.0781 2.8944 -2.3192
H -2.9180 1.1690 -3.4156
H 1.3751 -0.6569 -0.9908
H -2.7175 -0.9714 3.3527
H -1.2068 2.5263 4.4284
H -3.3819 0.5959 2.8232
H -0.2412 0.3226 5.2175
H 3.9469 -4.3603 -2.8666
H -3.8683 2.3674 -1.1524
H 4.2081 0.4881 -3.4129
H -2.9031 -0.4121 -2.5608
H -3.6939 1.0049 0.0002
H 2.9184 -3.2008 1.8644
H -1.7888 -4.3500 0.7202
H 1.9396 2.6045 -3.6734
H -2.9059 2.5571 0.3482
H -0.5169 3.8797 0.9062
H -2.7777 0.4067 4.4981
H -0.8131 -3.3538 1.8440
H 2.6850 3.9654 -1.1022
H 3.2459 4.0524 0.5635
H -4.0541 -1.0761 -0.5734
H -1.6916 3.0623 -3.0504
H 3.3317 2.4882 -0.3251
H -2.5881 -3.4150 2.0262
H 0.4478 4.9176 -0.1929
H -1.3680 3.7630 -1.4413
H -1.6157 -3.8829 -1.3248
H 4.0890 -6.1079 -1.1062
H 3.2705 -2.0267 -2.2566
H -3.9018 -1.0523 1.2060
H -0.0102 2.8748 3.1490
H 0.1220 -1.1083 4.1943
H 4.1528 2.1663 -2.5973
H -1.7499 2.9436 2.7737
H 0.9109 4.7826 1.5037
H 1.1432 0.3463 4.0774
H -2.8081 -2.7263 -1.9967
H -4.2399 -2.5895 0.3580
H 1.9841 0.9152 -4.4496
H -1.4542 0.1404 -3.4373
H 3.6304 -5.5209 1.2688
*
```

For the HOMO energy (spin up / spin down), the calculation gives -17.335 / -17.331 eV. The expectation value of S² is 2.003. For the LUMO energy (spin up / spin down), the calculation gives -10.9 / -10.9 eV. The value obtained for the HOMO-LUMO gap (spin up / spin down) is 0.2347 / 0.2354 Ha.

---

No. 2
C20H44AlCl2N2O5 as an isolated structure, computed with wB97M-V/def2-TZVPD.

Geometry as ORCA input:
```
! wB97M-V def2-TZVPD RIJCOSX def2/J DEFGRID3
* xyz -1 1
Cl -1.0643 -1.8019 -3.1942
Cl -3.4979 -0.7429 -1.3398
Al -4.2032 -3.9187 -1.6758
O -8.6190 -1.7646 -0.7070
O 6.2713 5.7380 4.3100
O 3.8858 1.7613 1.4898
O -5.8231 -3.8681 -0.7165
O 2.6602 -2.2188 -0.4269
N 4.5811 3.8971 1.1119
N 8.4127 6.3656 3.8559
C -3.8287 -2.0996 -2.5415
C -6.7316 -3.0888 -1.4676
C 1.2901 -2.3774 -0.0790
C 5.0215 4.8880 0.1542
C -0.1267 -4.4281 -0.6555
C -2.7112 -4.7258 -0.5682
C 1.0814 -3.9257 0.2014
C 9.8245 6.2081 4.1418
C 1.9603 0.2215 -0.6321
C -10.0364 -1.7975 -0.5846
C 7.9979 7.3177 2.8421
C 7.4645 5.6499 4.5067
C -10.4461 -0.4602 0.1410
C 4.2602 2.6350 0.7387
C 3.0836 -0.8576 -0.5819
C -1.5006 -3.7879 -0.1943
C -2.7729 -2.0872 -3.7256
C 4.4799 4.2662 2.5147
C -2.9216 -3.3157 -4.6795
C -8.1002 -3.1142 -0.6789
H 8.8669 7.8114 2.4119
H -0.2336 -5.5162 -0.4804
H -10.3404 -2.6831 0.0113
H -6.4059 -2.0220 -1.4423
H -11.3601 -0.5953 0.7463
H 5.0473 4.4675 -0.8504
H 7.4475 6.7966 2.0566
H -2.6285 -4.2484 -4.1753
H -9.5796 -0.1854 0.7669
H 7.8823 4.9571 5.2541
H -6.8564 -3.4283 -2.5222
H 1.9812 -4.4641 -0.1529
H 7.3385 8.0629 3.2907
H 9.9781 5.4626 4.9204
H -1.4271 -3.7577 0.9219
H -1.5896 -2.7427 -0.5376
H 3.8380 -0.5930 0.1858
H -3.9671 -3.3459 -5.0451
H -10.5357 -1.8556 -1.5776
H -4.7785 -1.7969 -3.0429
H 3.6150 -0.8111 -1.5642
H 10.3447 5.8890 3.2359
H 1.2972 0.0061 -1.4865
H -4.4921 -4.9404 -2.8973
H 4.3334 5.7366 0.1675
H 4.7692 5.3019 2.6548
H 1.0145 -1.8702 0.8699
H -3.0513 -1.2059 -4.3473
H -2.2600 -3.1251 -5.5546
H 4.3726 2.4633 -0.3449
H 6.0243 5.2312 0.4227
H 0.5886 -2.1369 -0.9018
H -10.6225 0.3181 -0.6298
H -0.0169 -4.1928 -1.7312
H -2.2951 -5.6473 -1.0323
H -3.1684 -5.0617 0.3968
H 0.9070 -4.0782 1.2866
H 5.1311 3.6228 3.1057
H 3.4511 4.1232 2.8519
H 2.4689 1.1973 -0.7824
H -8.7834 -3.8276 -1.1799
H 10.2352 7.1632 4.4775
H -7.8449 -3.3836 0.3621
H 1.4133 0.3366 0.3225
*
```

For the HOMO energy, the calculation gives -4.835 eV. For the LUMO energy, the calculation gives 1.5 eV. The value obtained for the HOMO-LUMO gap is 0.2319 Ha.

---

No. 3
C20H44B2F8O18Tl as an isolated structure, computed with wB97M-V/def2-TZVPD.

Geometry as ORCA input:
```
! wB97M-V def2-TZVPD RIJCOSX def2/J DEFGRID3
* xyz -1 1
Tl -0.5780 -0.2104 -0.0498
F 3.2443 -2.0425 0.6808
F -3.7591 -2.8159 -5.4880
F 2.4234 -4.1164 0.1907
F 1.6280 -2.4875 -0.9972
F -2.6379 -2.1445 -3.5468
F -3.3535 -0.5451 -5.1366
F 1.1747 -2.5382 1.3275
F -4.7462 -1.8144 -3.7955
O 2.0611 2.6243 3.7658
O -2.4558 1.0492 -2.4150
O 1.3142 4.4947 6.0476
O -0.3586 0.9948 2.9456
O 0.7686 1.1805 -2.5478
O -0.7785 -7.7880 -2.8210
O 3.2085 2.5658 -1.9136
O -3.5899 -1.2330 -0.1234
O 1.9169 4.9789 -0.4153
O -1.5041 -5.5978 -1.2616
O 2.3010 1.3690 0.7827
O 6.6412 1.3646 2.2836
O -1.5270 -1.5441 2.5967
O 7.5972 2.3574 -0.2098
O -2.9869 1.4903 0.4243
O -0.0487 2.9112 0.2374
O -1.5564 -3.1437 0.1979
O -0.3135 -1.2994 -2.8556
C 1.9100 3.1937 6.2092
C -2.9332 -3.4934 0.5932
C 1.4609 0.4294 -3.4978
C -0.7753 -6.4244 -3.3077
C 4.0030 2.2953 -0.9102
C 2.6915 2.5616 5.0142
C -0.2052 4.3323 0.5938
C 0.5552 -0.8444 -3.8855
C -0.9171 0.2724 4.1136
C -3.6493 2.1979 -0.6710
C -2.0672 -0.6093 3.5525
C 3.5430 1.5619 0.3935
C 4.4138 1.1942 1.4178
C -3.8937 -2.5743 -0.3160
C -0.3502 -5.4980 -2.0558
C 5.3524 2.5173 -1.1369
C 5.8702 1.5149 1.3229
C -2.7032 2.3029 -1.9205
C 6.3549 2.1232 -0.0801
C 0.5551 5.1888 -0.4697
B -3.5882 -1.8140 -4.5158
B 2.1136 -2.7788 0.2774
H -3.1192 3.0194 -2.6288
H 0.7916 2.7175 0.6592
H 0.4964 -5.9003 -1.4995
H -1.7082 -8.0267 -2.8084
H -2.4183 -1.0911 4.4651
H 5.7316 3.0044 -2.0231
H -1.2537 -3.9965 -0.1225
H -1.7063 -6.2907 -3.8585
H 1.0436 2.5696 6.4283
H 0.1440 4.5174 1.6096
H 3.9696 0.7254 2.2834
H 1.8990 5.0030 5.4808
H -3.1146 -4.5660 0.5247
H 2.1924 4.2655 -0.9955
H -3.2982 0.7901 -2.7954
H 3.6840 3.0120 5.0003
H -0.0588 -0.2631 4.5194
H 0.1800 1.6542 3.3891
H -3.9048 -2.7298 -1.3947
H -3.6415 1.4802 1.1264
H -2.1515 -5.9970 -1.8474
H -4.6399 1.8606 -0.9758
H 2.4199 0.2846 -3.0003
H 2.8606 1.5129 5.2587
H 1.2981 1.9621 -2.3735
H -1.2885 -2.3204 3.1085
H 2.5248 2.1160 3.0963
H -1.2905 4.4327 0.5826
H -0.0138 -0.6744 -4.7995
H -1.2620 0.9711 4.8758
H 1.1455 -1.7414 -4.0733
H 1.5697 1.0673 -4.3750
H 0.4815 6.1705 -0.0020
H 2.6167 3.2973 7.0327
H -0.0728 -6.1978 -4.1097
H -2.8039 -0.0480 2.9778
H -0.1002 -4.4688 -2.3132
H -4.8945 -2.8645 0.0038
H -1.0488 -1.7285 -3.2992
H -1.7293 2.6711 -1.5980
H -3.9611 3.1866 -0.3343
H -3.0577 -3.2904 1.6568
H -4.4648 -0.8535 -0.0129
H 0.1283 5.0485 -1.4629
*
```

For the HOMO energy, the calculation gives -6.464 eV. For the LUMO energy, the calculation gives -3.7 eV. The value obtained for the HOMO-LUMO gap is 0.1003 Ha.

---

No. 4
C20H44Cl24O16P4 as an isolated structure, computed with wB97M-V/def2-TZVPD.

Geometry as ORCA input:
```
! wB97M-V def2-TZVPD RIJCOSX def2/J DEFGRID3
* xyz 0 1
Cl -1.8871 -4.0380 -0.7589
Cl -3.7766 -0.2100 -4.2964
Cl -5.5662 3.1436 -3.8158
Cl -4.5303 7.5850 3.3213
Cl -1.5408 6.4268 -1.8384
Cl 0.2817 5.3050 0.1438
Cl 3.1102 0.2070 3.6143
Cl -2.4746 7.1888 1.3943
Cl -7.1003 -0.4090 2.1923
Cl -6.8478 -3.2508 2.0186
Cl 1.0345 -0.6288 1.7220
Cl -1.3339 -6.5453 0.6098
Cl -2.1469 0.7316 -6.4622
Cl -4.0684 -5.4878 0.5228
Cl 1.1125 5.5553 -2.7150
Cl -4.1078 4.9152 -2.0376
Cl -1.0373 -1.2169 -4.5647
Cl -4.8567 -1.4618 0.6474
Cl 0.6811 1.7412 3.4310
Cl 1.9901 -0.0592 -6.4432
Cl -3.0832 5.0283 3.3255
Cl -2.7500 3.7460 -4.2931
Cl 4.1529 1.7031 -5.7257
Cl 1.4233 2.3352 -4.9279
P -0.6870 1.6582 -0.8668
P -2.5407 0.7934 6.4239
P 4.7718 -1.0037 -2.0517
P 2.0453 -4.8031 -2.3588
O 5.7333 -2.2896 -1.9513
O -2.7036 2.1220 7.0115
O -1.0305 0.3043 6.2086
O 2.1390 -5.7335 -1.0664
O 0.7170 0.8933 -0.8197
O 2.8603 -5.2132 -3.4940
O -3.1250 0.5449 4.9266
O 5.7721 0.1899 -1.6826
O -1.6784 0.5083 -0.3793
O 0.4382 -4.7583 -2.6343
O 3.8332 -1.1313 -0.7696
O -0.5472 2.5611 0.4263
O -3.0875 -0.3848 7.2947
O -0.9902 2.3655 -2.1233
O 4.0325 -0.8546 -3.3241
O 2.3943 -3.3638 -1.7649
C -2.4955 -5.5902 -0.3206
C 5.4265 -3.4351 -2.7777
C -5.9107 -1.7034 2.0385
C 0.0524 0.6441 7.0568
C -0.2147 5.2754 -1.5901
C -1.4302 3.6705 0.6130
C -2.9813 6.7557 3.0208
C -1.6770 -0.7944 -0.9376
C -4.2277 -0.1747 8.1183
C 4.3174 -1.4395 0.5265
C -2.0923 0.2217 -4.7355
C 1.9618 1.4667 -1.1996
C -4.3005 4.4004 -3.7416
C 1.8246 0.7044 2.5458
C -0.1307 -4.3652 -3.8671
C 1.7149 -2.7033 -0.6972
C 3.1243 -5.5460 -0.0836
C -3.0572 1.6290 4.0170
C 2.6040 1.0378 -5.1912
C 6.2760 1.1405 -2.6159
H 4.0680 -5.1380 -0.4660
H -0.6941 4.3271 -1.8145
H -2.2005 7.1004 3.6884
H -0.3501 1.1734 7.9242
H -0.8768 4.6111 0.6371
H 3.4949 -1.9828 0.9988
H -2.5800 1.3046 3.0901
H 0.5878 -0.2096 7.4722
H 6.1952 -3.4921 -3.5468
H -2.4424 2.4426 4.4102
H -5.2407 -1.7074 2.8892
H -1.6395 1.0407 -4.1863
H 2.2591 1.3467 1.7877
H 2.2605 0.8795 -2.0758
H -4.8228 -1.0561 8.3378
H -4.0314 2.0485 3.7612
H -2.6758 -1.1967 -1.0979
H -4.9446 0.5193 7.6657
H 5.1659 -2.1183 0.6304
H 0.4899 -3.6864 -4.4617
H 6.0627 2.1648 -2.3000
H 2.7416 -5.0921 0.8258
H -2.2779 3.7212 -0.0662
H 1.1521 -1.8201 -0.9972
H 0.7959 1.2858 6.5868
H -3.9612 0.3698 9.0246
H -0.2507 -5.2036 -4.5579
H 1.9651 2.4563 -1.6627
H 5.4091 -4.3338 -2.1674
H 2.7296 1.3177 -0.4476
H 2.5939 0.4709 -4.2692
H 3.5789 -6.5193 0.1441
H -1.0562 -3.8805 -3.5631
H -4.4945 5.2913 -4.3243
H -1.7281 3.5648 1.6561
H -2.6363 -6.1119 -1.2608
H 5.9442 1.1608 -3.6538
H -0.9833 -0.9135 -1.7687
H 4.5398 -0.5126 1.0567
H -1.2926 -1.3963 -0.1027
H 2.4922 -2.4092 0.0043
H 7.3527 0.9829 -2.5401
H 4.4842 -3.3376 -3.3159
H 1.0068 -3.3660 -0.1935
*
```

For the HOMO energy, the calculation gives -9.036 eV. For the LUMO energy, the calculation gives 0.2 eV. The energy relative to the best compared isomer or geometry (same formula, charge and spin) comes out at 384.2 kJ/mol. The value obtained for the HOMO-LUMO gap is 0.3384 Ha.